Molecular formula: C43H41CsN7OP2SSe2
Method: DFT, ωB97M-V/def2-TZVPD

Structure (XYZ):
```
98
Properties=species:S:1:pos:R:3:forces:R:3:lowdin_charge:R:1
Cs -0.096 -0.510 0.765 -1.1 0.4 -1.0 0.6247
N -0.410 2.371 5.227 -0.2 0.1 0.2 0.0325
C -0.417 1.915 3.934 0.2 0.0 -0.1 -0.9744
S 0.722 0.736 3.552 0.6 -0.4 0.2 0.3583
N -1.269 2.573 3.178 -0.8 0.7 0.5 -0.0667
N -1.464 2.260 1.902 0.2 -0.2 -0.6 0.0416
C -2.162 3.130 1.224 0.5 -0.1 1.2 -0.2242
C -2.693 4.356 1.866 -0.2 0.1 0.3 -0.1996
C -4.061 4.616 1.827 0.2 -0.1 0.0 -0.0439
C -4.602 5.665 2.547 -0.2 0.2 0.1 -0.0960
C -3.782 6.475 3.316 -0.1 0.1 0.0 -0.1089
C -2.418 6.235 3.349 0.1 0.1 0.0 -0.0896
C -1.876 5.184 2.632 0.0 0.1 -0.2 -0.0371
C -2.512 2.900 -0.158 -0.1 0.0 -1.1 -0.2358
C -2.849 4.006 -0.967 0.2 -0.2 0.1 -0.0213
C -3.234 3.801 -2.270 -0.1 -0.3 -0.2 -0.0741
C -3.285 2.500 -2.763 0.0 0.2 0.1 -0.0873
C -2.904 1.476 -1.910 -0.1 0.0 -0.4 -0.1648
N -2.525 1.656 -0.658 0.2 -0.1 0.6 0.1037
H 0.045 1.801 5.919 0.0 0.0 -0.2 0.0590
H -1.197 2.930 5.509 -0.1 0.0 0.0 0.0786
H -4.703 3.972 1.242 -0.1 -0.1 0.0 0.1173
H -5.670 5.842 2.522 0.0 0.0 0.0 0.0952
H -4.204 7.292 3.885 0.0 0.0 0.0 0.0923
H -1.772 6.865 3.947 0.0 0.0 0.0 0.0970
H -0.816 4.992 2.663 0.1 0.0 0.1 0.1132
H -2.787 5.005 -0.563 0.0 0.0 0.0 0.1135
H -3.501 4.638 -2.901 0.0 0.1 0.0 0.1028
H -3.607 2.296 -3.773 0.0 -0.1 -0.1 0.0971
H -2.909 0.445 -2.251 0.0 0.0 -0.1 0.1011
Se 0.497 -6.699 -4.294 -0.2 -0.3 0.0 0.2169
P 2.220 -5.671 -3.651 0.4 -0.8 -0.1 0.5092
C 3.414 -6.838 -2.941 -0.2 0.1 0.1 -0.3547
C 3.866 -7.863 -3.768 0.0 0.1 0.0 -0.1122
C 4.756 -8.801 -3.282 0.0 -0.1 -0.1 -0.0840
C 5.199 -8.722 -1.969 0.0 0.0 0.1 -0.0894
C 4.734 -7.715 -1.139 0.2 -0.2 0.1 -0.0694
C 3.833 -6.785 -1.624 -0.2 0.3 -0.2 -0.0760
C 3.151 -5.012 -5.071 0.0 0.1 0.2 -0.3382
C 4.539 -4.986 -5.082 -0.1 -0.1 0.1 -0.0906
C 5.208 -4.409 -6.146 0.2 0.1 -0.2 -0.0947
C 4.495 -3.832 -7.186 0.2 0.0 0.0 -0.1016
C 3.110 -3.850 -7.169 -0.1 0.0 -0.1 -0.0863
C 2.439 -4.446 -6.118 -0.1 -0.1 -0.1 -0.1150
C 1.896 -4.227 -2.684 -0.3 0.5 0.4 -0.4369
C 1.850 -3.549 -1.482 0.2 -0.5 -0.5 -0.4675
N 1.042 -2.431 -1.606 -0.2 0.6 1.4 -0.0478
N 0.636 -2.419 -2.962 -0.1 0.6 -0.3 -0.3626
N 1.145 -3.562 -3.618 0.0 -0.1 -0.8 -0.0438
P 2.644 -3.758 0.082 0.4 -0.4 0.1 0.5540
Se 2.418 -2.237 1.512 0.6 -0.1 0.6 0.1941
C 4.445 -3.928 -0.164 -0.1 0.2 -0.1 -0.3621
C 5.021 -3.730 -1.413 -0.2 -0.1 0.0 -0.0822
C 6.397 -3.663 -1.537 0.2 0.0 0.0 -0.0776
C 7.203 -3.783 -0.417 0.1 0.0 -0.1 -0.0893
C 6.631 -3.970 0.832 0.1 -0.1 0.1 -0.0816
C 5.258 -4.026 0.962 -0.1 -0.1 0.0 -0.1291
C 2.002 -5.304 0.810 0.0 0.2 -0.1 -0.3499
C 0.620 -5.436 0.751 0.0 0.1 -0.1 -0.0819
C -0.003 -6.522 1.332 -0.1 -0.1 0.0 -0.0708
C 0.756 -7.491 1.972 0.0 0.0 0.0 -0.0868
C 2.134 -7.364 2.029 0.1 -0.1 0.1 -0.0820
C 2.760 -6.270 1.459 0.0 0.2 -0.1 -0.0974
H 3.514 -7.906 -4.790 0.0 -0.1 0.0 0.1022
H 5.106 -9.596 -3.927 0.0 0.0 0.0 0.0997
H 5.905 -9.450 -1.592 0.0 0.0 0.0 0.0966
H 5.072 -7.652 -0.113 0.0 0.0 0.1 0.1000
H 3.452 -5.997 -0.995 0.1 -0.2 0.0 0.0522
H 5.089 -5.421 -4.259 0.1 0.0 0.0 0.0994
H 6.289 -4.413 -6.162 0.1 0.0 0.0 0.0962
H 5.024 -3.369 -8.008 0.0 0.0 -0.1 0.0943
H 2.552 -3.405 -7.982 0.0 0.0 0.0 0.0978
H 1.361 -4.484 -6.077 -0.1 0.0 -0.1 0.0689
H 4.381 -3.630 -2.282 0.0 0.0 0.0 0.0922
H 6.841 -3.504 -2.510 0.0 0.0 -0.1 0.1003
H 8.278 -3.717 -0.510 0.1 0.0 0.0 0.0970
H 7.254 -4.057 1.712 0.1 0.0 0.0 0.1009
H 4.796 -4.112 1.937 0.1 0.1 0.0 0.0877
H 0.047 -4.678 0.228 -0.1 0.0 0.0 0.1074
H -1.079 -6.617 1.284 -0.1 0.0 0.0 0.1038
H 0.274 -8.346 2.425 0.0 -0.1 0.0 0.0981
H 2.730 -8.118 2.523 0.0 -0.1 0.0 0.1006
H 3.835 -6.175 1.504 0.1 0.0 0.0 0.0897
C 0.414 2.280 -3.012 0.2 -0.4 -0.1 -0.0552
C 1.245 1.126 -3.547 0.1 0.2 0.0 -0.2599
O 0.504 -0.066 -3.377 -0.3 0.1 0.2 -0.1440
C 1.210 -1.222 -3.681 0.6 0.0 -0.4 -0.1618
C -0.839 -2.384 -3.086 -0.5 -0.1 0.1 0.0084
H 0.911 3.220 -3.230 0.1 0.2 0.0 0.0770
H 0.280 2.180 -1.936 -0.1 0.1 0.1 0.0738
H -0.564 2.275 -3.486 -0.1 0.1 0.0 0.0650
H 2.201 1.042 -3.006 -0.1 0.0 -0.1 0.1251
H 1.466 1.281 -4.617 0.0 -0.1 0.2 0.1234
H 2.253 -1.149 -3.343 -0.2 -0.2 0.0 0.1422
H 1.190 -1.467 -4.757 -0.1 0.0 0.2 0.1397
H -1.210 -1.469 -2.635 0.0 0.0 0.0 0.0660
H -1.228 -3.261 -2.574 0.2 0.1 0.0 0.1003
H -1.097 -2.434 -4.141 0.0 0.0 -0.1 0.0983
```
Positions in Å, forces in eV/Å.

Computed properties:
charge	-1
E_HOMO	-3.097	eV
E_LUMO	1.97	eV
largest force on an atom	1.537	eV/A
spin multiplicity	1
molar mass	1056.69	g mol⁻¹
orbital gap	5.07	eV

Molecular formula: C43H41NO2Tl
Method: DFT, ωB97M-V/def2-TZVPD

Structure (XYZ):
```
88
Properties=species:S:1:pos:R:3:forces:R:3:lowdin_charge:R:1
Tl 0.018 0.146 -0.436 0.9 -0.4 0.8 1.3183
O -1.245 -1.593 0.322 1.4 2.1 -1.8 -0.1776
C -0.803 -2.218 1.478 -0.4 -0.7 0.8 -0.4613
C -0.498 -1.182 2.611 0.0 -0.2 -0.3 -0.0424
C 0.959 -0.862 2.670 0.1 0.1 0.4 -0.2664
C 1.759 -1.412 3.656 0.0 0.1 0.0 0.0014
C 3.117 -1.140 3.651 0.0 0.0 -0.1 -0.0121
C 3.627 -0.326 2.661 -0.1 0.0 0.1 0.0032
C 2.766 0.218 1.709 0.3 -0.1 0.1 -0.2520
C 3.391 1.132 0.692 -0.3 -0.1 -0.3 -0.0475
C 2.528 1.909 -0.323 0.6 1.2 0.5 -0.4996
O 1.884 1.084 -1.231 -2.2 -1.4 0.0 -0.2283
C 1.567 2.930 0.307 -0.1 -0.4 0.1 -0.1901
C 1.395 3.085 1.680 -0.1 0.0 -0.1 -0.0235
C 0.532 4.056 2.176 0.0 0.0 0.0 -0.0596
C -0.155 4.889 1.307 0.0 0.1 0.1 -0.0846
C 0.011 4.741 -0.064 0.1 0.0 -0.1 -0.0790
C 0.860 3.766 -0.558 0.0 0.0 0.1 -0.0458
C 3.564 2.738 -1.141 -0.2 -0.3 0.1 -0.1666
C 3.992 2.285 -2.381 0.0 0.0 0.1 -0.0206
C 4.991 2.967 -3.062 0.0 0.0 -0.1 -0.0672
C 5.566 4.099 -2.508 0.0 0.0 0.0 -0.0799
C 5.127 4.559 -1.276 0.0 0.1 0.1 -0.0656
C 4.120 3.891 -0.596 0.1 -0.1 -0.1 -0.0293
N 1.461 -0.056 1.721 -0.4 0.0 -0.5 0.1194
C -2.090 -3.031 1.755 0.3 0.0 0.1 -0.1496
C -3.114 -2.504 2.534 0.1 -0.2 0.1 -0.0360
C -4.247 -3.260 2.794 -0.1 0.1 0.0 -0.0659
C -4.385 -4.526 2.246 0.0 0.0 0.0 -0.0704
C -3.384 -5.034 1.429 -0.1 0.1 -0.1 -0.0566
C -2.254 -4.279 1.157 -0.1 0.1 0.2 -0.0160
C 0.397 -3.157 1.321 -0.2 0.0 -0.3 -0.1859
C 0.600 -4.164 2.261 0.1 0.1 0.0 -0.0386
C 1.692 -5.009 2.163 0.0 0.0 0.0 -0.0555
C 2.606 -4.847 1.131 0.1 0.0 0.0 -0.0715
C 2.410 -3.850 0.191 0.0 0.0 -0.1 -0.0571
C 1.299 -3.020 0.277 -0.1 0.0 0.2 -0.0367
H -0.814 -1.571 3.577 0.0 0.0 0.0 0.1324
H -1.069 -0.279 2.377 -0.1 0.0 0.2 0.1132
H 1.328 -2.057 4.409 -0.1 0.0 0.0 0.1258
H 3.767 -1.560 4.407 0.0 0.0 0.0 0.1213
H 4.684 -0.103 2.617 0.0 0.1 0.0 0.1278
H 4.065 0.516 0.089 0.1 0.1 0.0 0.1500
H 4.011 1.850 1.231 0.1 0.0 0.0 0.1376
H 1.934 2.463 2.379 0.0 0.0 0.0 0.1111
H 0.419 4.176 3.246 0.0 0.0 0.0 0.1108
H -0.802 5.664 1.696 0.0 0.0 0.0 0.1119
H -0.510 5.401 -0.746 0.0 0.0 0.0 0.1174
H 1.021 3.664 -1.625 0.0 0.0 0.0 0.1320
H 3.546 1.398 -2.809 0.0 0.0 0.0 0.1138
H 5.324 2.608 -4.027 0.0 0.0 0.0 0.1067
H 6.352 4.624 -3.035 0.0 0.0 0.0 0.1063
H 5.563 5.447 -0.838 0.0 0.0 0.0 0.1078
H 3.778 4.260 0.363 0.0 0.0 0.0 0.1221
H -3.028 -1.514 2.963 0.0 0.0 0.0 0.0989
H -5.025 -2.853 3.427 0.0 0.0 0.0 0.1085
H -5.277 -5.108 2.431 0.0 0.0 0.1 0.1084
H -3.479 -6.020 0.995 -0.1 0.0 0.0 0.1104
H -1.495 -4.671 0.495 0.1 0.0 0.1 0.1273
H -0.113 -4.293 3.066 0.0 0.0 0.0 0.1314
H 1.821 -5.808 2.881 0.0 0.0 0.0 0.1110
H 3.460 -5.505 1.052 0.0 0.0 0.0 0.1082
H 3.109 -3.725 -0.627 0.0 0.0 0.0 0.1104
H 1.137 -2.269 -0.487 0.0 -0.1 -0.1 0.0751
C -0.406 0.556 -3.735 -0.1 0.2 0.0 -0.0643
C -1.905 0.871 -3.614 0.1 -0.2 -0.1 -0.3700
C -2.713 -0.136 -4.428 0.0 0.1 0.0 -0.0646
C -2.309 0.954 -2.159 0.0 0.0 0.1 -0.2342
C -1.897 2.071 -1.405 0.2 -0.2 0.1 -0.0660
C -2.235 2.202 -0.058 0.0 -0.1 0.1 -0.0483
C -3.025 1.241 0.575 -0.1 0.0 -0.1 -0.2780
C -3.472 1.434 1.997 0.0 0.0 -0.1 -0.0264
C -3.432 0.141 -0.172 -0.1 0.1 0.0 -0.0324
C -3.077 -0.009 -1.506 0.0 0.0 0.0 -0.0263
H -0.118 0.497 -4.784 0.1 0.0 0.0 0.0947
H -0.184 -0.417 -3.279 0.0 -0.1 0.0 0.0784
H 0.205 1.322 -3.255 0.1 0.0 0.0 0.0623
H -2.063 1.865 -4.046 0.0 0.0 0.0 0.1482
H -2.455 -1.161 -4.155 0.0 0.0 0.0 0.0868
H -2.484 -0.014 -5.486 0.0 0.0 0.0 0.0870
H -3.786 0.005 -4.298 0.0 0.0 0.0 0.0888
H -1.355 2.871 -1.898 0.1 0.0 0.0 0.1185
H -1.914 3.083 0.485 0.0 0.0 0.0 0.1053
H -4.279 2.168 2.031 0.0 0.0 0.0 0.0965
H -2.661 1.812 2.620 0.0 0.0 0.0 0.0845
H -3.853 0.506 2.421 0.0 0.0 0.0 0.0679
H -4.038 -0.624 0.297 0.0 0.0 0.0 0.1260
H -3.420 -0.888 -2.035 0.0 0.0 0.0 0.1246
```
Positions in Å, forces in eV/Å.

Computed properties:
charge	+1
E_HOMO	-11.189	eV
E_LUMO	-5.26	eV
largest force on an atom	3.077	eV/A
spin multiplicity	1
molar mass	808.19	g mol⁻¹
orbital gap	5.93	eV